125
Properties=species:S:1:pos:R:3:forces:R:3:mulliken_charge:R:1 method="wB97M-V/def2-TZVPD" relative_energy_kcal_mol=0.00 orbital_gap_ev="3.982 / 3.984" lumo_ev="1.00 / 1.00" charge=-1 total_energy_ha=-4119.7168
Ba 0.64502 0.53960 0.66014 -2.269 -2.255 -1.462 2.156
S -0.71246 -2.46869 2.13886 0.110 -0.036 0.135 -0.038
S -2.72840 -0.65916 3.37194 -0.073 0.028 -0.078 0.034
P -2.35189 -1.16996 -1.98941 0.001 -0.154 0.210 1.990
N 1.90199 -1.76901 -1.13124 -0.089 0.116 -0.039 0.438
N 2.39718 -1.27873 -2.28479 -0.101 -0.008 0.051 0.812
N 3.09692 0.76163 0.21690 0.760 0.390 0.149 -0.894
N 0.11142 1.97620 2.66754 0.276 0.471 0.498 -0.304
N 2.00624 -0.15132 2.70335 0.512 0.220 0.531 -0.313
N -1.25609 -2.22241 4.75183 0.055 -0.041 -0.060 -0.177
N 3.92978 -1.06127 1.55889 -0.021 0.012 -0.044 -0.307
N 1.24756 2.89356 0.18595 0.588 0.860 0.216 -0.921
N 0.52299 0.46869 4.50241 0.054 0.006 0.000 -0.195
N -0.43586 4.01331 1.49418 -0.030 0.024 -0.065 -0.430
N 2.99209 2.52071 -1.42669 -0.003 0.015 -0.056 -0.519
C 4.76252 0.79873 -1.35566 -0.043 0.100 -0.164 0.181
C -4.70086 0.37344 -1.70669 -0.078 -0.163 0.025 -0.168
C 2.08372 -3.85351 0.13745 -0.007 -0.150 0.010 -1.093
C 5.02796 -0.26075 -0.48838 0.002 -0.177 0.128 0.037
C -2.99636 0.56520 -4.83870 0.050 0.033 0.074 -1.292
C 6.68465 0.23927 -2.63116 0.026 -0.030 0.001 -0.712
C 3.20307 -3.28957 -2.16092 0.022 0.047 -0.063 -1.499
C 1.20436 6.42212 -2.78434 -0.004 0.020 -0.007 -0.602
C 0.48889 4.91636 -0.59778 -0.161 0.033 0.118 0.096
C 3.80470 -1.81106 -4.24848 0.126 -0.055 -0.053 -1.383
C -3.97521 -2.92850 -3.52935 -0.028 -0.003 -0.028 -0.739
C 2.15832 -1.36469 4.63824 -0.118 0.038 0.116 0.300
C -1.78043 -1.31409 5.76401 0.021 0.049 0.066 -0.226
C -1.19766 3.49319 3.77732 -0.042 0.134 -0.153 -0.367
C 6.94202 -0.83394 -1.76768 -0.003 0.013 -0.015 -0.673
C 1.87672 5.22949 -2.55804 -0.073 0.011 0.060 -0.196
C -4.32467 -2.98234 -1.14912 -0.014 -0.023 0.007 1.129
C 2.39123 -2.99712 -1.04567 -0.030 0.045 0.121 0.526
C 6.12072 -1.09357 -0.68142 -0.008 0.066 -0.059 -0.051
C -1.48439 -1.87628 3.47768 -0.036 0.082 -0.234 -0.141
C -0.18165 6.10858 -0.81638 0.052 -0.034 -0.060 -0.145
C 3.52756 1.42930 -0.86480 0.096 0.010 0.212 -0.306
C -4.01974 -2.52012 0.24631 0.051 0.008 0.026 -1.006
C -3.05023 -0.72368 5.15492 0.034 -0.009 0.164 -0.878
C -1.38524 2.48312 5.97246 0.009 0.035 -0.070 0.075
C 2.00086 -1.92164 5.90418 0.051 0.002 -0.059 0.336
C -5.29045 -3.96422 -1.34913 -0.001 -0.001 0.019 -0.752
C -0.04437 1.52134 3.94158 0.055 0.175 -0.109 -0.542
C -3.30742 0.34391 -1.75250 0.006 -0.030 -0.171 0.491
C -4.93809 -3.91156 -3.71406 0.000 0.017 0.016 -0.871
C -1.87951 -0.44094 -4.80025 0.038 -0.068 0.028 1.270
C -0.90545 2.46163 4.66822 -0.002 -0.210 0.145 0.350
C 0.36826 3.88652 0.45148 0.077 0.028 0.020 0.241
C 1.97329 3.19705 -0.91221 -0.034 0.052 0.195 0.057
C -2.18554 3.54975 6.34831 -0.025 0.040 0.008 -0.762
C -1.14083 -0.65348 -5.96361 -0.004 -0.024 -0.021 -0.826
C -0.49469 3.16674 2.52696 0.044 -0.035 0.125 -0.074
C -5.41524 1.51360 -1.38925 0.171 0.136 0.018 -1.120
C 3.96514 -0.24193 0.52482 -0.009 0.041 -0.026 -0.048
C -3.31445 2.69802 -1.18560 0.134 0.000 0.014 -0.882
C 2.84380 -2.95892 6.26442 0.040 -0.043 0.002 -0.797
C -0.13316 -1.60447 -6.03669 -0.003 -0.016 0.012 -0.949
C 5.59306 1.07113 -2.43470 -0.012 -0.036 0.045 0.021
C 0.17223 -2.35918 -4.91597 0.007 0.033 0.012 -0.727
C -0.52283 -2.12712 -3.73867 0.057 -0.035 0.069 -1.227
C -1.98638 4.57085 4.15608 0.009 -0.042 0.015 -0.083
C 3.15393 -1.82157 3.76942 0.085 -0.043 -0.160 -0.354
C 0.18877 6.85518 -1.92614 0.003 0.013 0.000 -0.732
C -1.15623 1.60510 -1.67355 0.225 -0.058 -0.017 -1.997
C -2.48540 4.58162 5.44837 0.002 -0.016 0.038 -0.667
C 3.83905 -3.42055 5.38876 -0.030 0.006 0.023 -0.767
C 4.01205 -2.85105 4.13897 -0.048 0.017 0.036 0.065
C -5.60437 -4.43175 -2.61698 0.020 0.000 0.025 -0.681
C -2.54437 1.53889 -1.53674 -0.111 0.083 0.007 0.815
C -4.68005 2.68335 -1.11391 -0.136 -0.070 -0.007 -0.594
C 1.49740 4.48367 -1.45358 0.134 -0.091 -0.190 0.296
C 3.04706 -0.99927 2.56288 0.002 0.032 0.085 -0.452
C -1.55478 -1.19210 -3.65486 -0.036 0.123 -0.158 0.138
C 1.46823 -0.28841 3.93421 0.083 0.065 -0.091 -0.468
C -3.65525 -2.44458 -2.26208 -0.032 0.011 -0.048 0.158
C 3.17897 -2.15265 -2.94116 -0.002 0.021 -0.004 0.593
H 4.68202 -2.43337 -4.42141 -0.022 -0.021 0.017 0.409
H -1.99566 -1.85395 6.68605 -0.025 -0.047 -0.015 0.518
H 4.78576 -3.19059 3.46238 -0.004 -0.002 -0.005 0.561
H -0.31942 7.78803 -2.13702 0.007 0.000 -0.007 0.390
H -3.14834 0.90896 -5.86276 -0.010 0.028 0.015 0.490
H -3.11114 5.40295 5.77490 -0.005 -0.009 0.006 0.399
H -0.96883 6.43123 -0.14803 0.001 -0.003 0.008 0.554
H -5.16446 -4.26239 -4.71361 -0.002 -0.003 0.001 0.427
H -4.37228 -1.49948 0.41377 -0.013 0.010 -0.016 0.309
H 1.00741 -3.96138 0.27490 0.003 0.031 -0.006 0.123
H -0.40168 -2.73820 4.91460 0.009 0.008 0.071 0.370
H -5.25017 -0.53788 -1.92683 0.021 0.011 0.026 0.391
H -2.94292 -2.51816 0.42871 -0.032 0.035 0.004 -0.063
H 7.35184 0.41812 -3.46572 -0.002 -0.009 0.000 0.405
H 6.30953 -1.91868 -0.00728 0.000 0.001 0.006 0.554
H 5.38510 1.90304 -3.09556 -0.007 0.002 0.003 0.565
H -2.58131 3.59637 7.35570 -0.001 0.000 -0.001 0.407
H 0.40160 -1.75566 -6.96715 0.008 0.007 0.002 0.385
H 2.74620 -3.41835 7.24071 -0.002 0.001 -0.004 0.410
H -0.62585 0.81032 -2.19489 -0.022 0.070 -0.099 0.509
H -4.48838 -3.17665 0.98098 -0.024 0.031 0.007 0.403
H 1.25093 -1.53770 6.58577 0.001 -0.004 0.023 0.578
H -0.69054 2.58310 -1.72524 -0.019 0.011 0.017 0.175
H -2.20310 5.36677 3.45585 0.010 -0.001 -0.005 0.584
H 2.13922 -0.35243 -2.58410 -0.013 -0.003 -0.038 -0.030
H 1.46486 7.02891 -3.64289 -0.008 0.002 0.002 0.398
H 3.74802 -4.19751 -2.35868 -0.010 -0.008 0.002 0.519
H 2.50690 -4.85039 0.00960 0.012 0.021 -0.019 0.482
H 7.79902 -1.46925 -1.95595 0.005 0.009 -0.001 0.400
H -3.46257 -2.52945 -4.39544 -0.003 -0.013 -0.003 0.391
H -2.77347 3.61868 -0.98656 -0.002 -0.006 0.011 0.388
H 3.10716 -1.96453 -5.07444 -0.013 0.033 0.022 0.189
H -3.93120 0.14997 -4.46440 -0.014 -0.038 0.001 0.196
H -3.24724 0.27723 5.53303 0.009 0.019 -0.024 0.396
H -3.91495 -1.35931 5.34299 -0.014 -0.001 -0.035 0.424
H 4.13506 -0.77181 -4.26293 -0.035 0.017 0.015 0.272
H -1.03961 -0.53194 5.96027 -0.083 -0.058 -0.040 -0.093
H 0.94765 -3.11551 -4.94192 0.002 0.004 -0.015 0.671
H 2.49533 -3.42626 1.05382 -0.002 0.042 -0.033 -0.019
H -6.35898 -5.19906 -2.74134 0.002 0.000 -0.008 0.351
H -1.38114 -0.06649 -6.84350 -0.008 -0.002 0.001 0.364
H -2.76460 1.42295 -4.20459 -0.004 0.017 -0.001 0.163
H -0.25564 -2.68946 -2.84868 -0.028 0.012 0.012 0.423
H -5.19988 3.59828 -0.84615 -0.016 -0.014 -0.008 0.368
H -1.12631 1.69489 6.66915 -0.007 0.020 0.014 0.532
H 2.66042 4.88172 -3.21785 0.008 0.001 0.002 0.560
H -6.49613 1.50132 -1.34973 -0.010 0.009 0.001 0.397
H -5.80034 -4.36936 -0.48169 -0.013 -0.019 -0.019 0.363
H 4.48241 -4.23334 5.70242 0.000 0.005 0.009 0.388